Entry from the Open Molecules 2025 dataset: C13H37AlBO5 as an isolated structure in a non-equilibrium geometry (ωB97M-V/def2-TZVPD).

```
! wB97M-V def2-TZVPD RIJCOSX def2/J DEFGRID3
* xyz -1 1
O -3.7587 -0.1236 2.9347
B -2.9521 0.1181 1.7828
O -1.6007 -0.2495 1.8266
C -3.6630 0.7943 0.5202
Al -2.4451 1.0101 -1.1118
H -4.5251 0.4098 2.8228
H -1.5390 -1.1512 2.1050
H -4.5482 0.1805 0.2843
H -4.0802 1.7640 0.8438
H -1.7300 -0.3658 -1.5558
H -3.3768 1.5108 -2.3403
H -1.2688 2.0557 -0.7566
C 1.6637 4.3681 -3.9726
C 1.1477 3.6815 -2.7174
O 0.9864 2.2888 -2.8554
C 2.1451 1.5482 -3.1669
C 3.2496 1.6704 -2.1312
H 0.9960 4.1726 -4.8139
H 1.7241 5.4470 -3.8161
H 2.6586 4.0165 -4.2537
H 0.1578 4.0678 -2.4767
H 1.7878 3.9088 -1.8572
H 2.5125 1.8174 -4.1664
H 1.8253 0.5065 -3.2225
H 3.6124 2.6959 -2.0375
H 4.0973 1.0392 -2.4064
H 2.8846 1.3584 -1.1520
C -1.2190 -0.2214 5.2446
C -2.6202 -0.3455 5.8117
O -2.6468 -0.8445 7.1484
C -1.9587 -0.0729 8.1097
C -2.4831 1.3463 8.2478
H -0.7107 -1.1886 5.2717
H -1.2578 0.1250 4.2152
H -0.6086 0.4856 5.8117
H -3.1896 -1.0516 5.2145
H -3.1524 0.6083 5.7502
H -0.8837 -0.0713 7.8973
H -2.0870 -0.5957 9.0595
H -2.3707 1.9149 7.3243
H -1.9405 1.8747 9.0341
H -3.5445 1.3366 8.5020
C 1.6426 -2.2373 -5.5596
C 2.8831 -2.3397 -4.6889
O 2.6132 -2.7246 -3.3552
C 1.9875 -3.9812 -3.1831
C 2.7926 -5.1479 -3.7310
H 0.9308 -1.5330 -5.1262
H 1.9107 -1.8949 -6.5605
H 1.1339 -3.1972 -5.6612
H 3.3534 -1.3574 -4.6272
H 3.6237 -3.0122 -5.1381
H 0.9803 -3.9652 -3.6116
H 1.8631 -4.1045 -2.1074
H 2.9393 -5.0745 -4.8098
H 2.2784 -6.0885 -3.5274
H 3.7795 -5.1819 -3.2656
*
```

HOMO-LUMO gap in Ha: 0.26750